[1]
{"formula": "C13H17N3O2V", "method": "ωB97M-V/def2-TZVPD", "gap_ev": [3.94, 3.68], "s2": 3.79, "multiplicity": 4, "de_lowest_kcal_mol": 42.8, "charge": 0, "homo_ev": [-5.576, -5.600], "mol_weight_g_mol": 298.24, "elements": ["C", "C", "H", "H", "H", "H", "H", "H", "C", "C", "C", "C", "H", "H", "H", "H", "N", "C", "C", "N", "C", "C", "C", "H", "H", "C", "H", "H", "V", "C", "H", "H", "H", "O", "N", "O"], "xyz": [[0.18379, 0.84592, 2.58563], [0.55362, -0.59483, 2.32599], [1.05110, 1.39394, 2.90132], [-0.59192, 0.99767, 3.32900], [-0.30333, 1.21594, 1.66978], [0.40371, -0.82480, 1.24939], [1.57987, -0.91126, 2.54678], [-0.15741, -1.26814, 2.82268], [0.08112, 2.52625, -1.55509], [0.85512, 3.30558, -2.42922], [1.32158, 2.79033, -3.67588], [1.15494, 1.43931, -3.95204], [-0.12406, 2.82537, -0.48887], [1.10425, 4.32858, -2.12161], [1.73642, 3.48220, -4.41387], [1.45944, 1.04419, -4.93122], [-0.21600, 1.26268, -1.99134], [0.45172, 0.63185, -3.06476], [0.34215, -0.82251, -3.04266], [-0.45707, -1.33073, -2.00109], [-0.45315, -2.64625, -1.71263], [0.73311, -3.09032, -3.82420], [0.07074, -3.52407, -2.65920], [-0.77841, -2.93561, -0.70380], [0.00295, -4.60551, -2.53172], [0.92702, -1.70135, -3.97527], [1.36498, -1.32688, -4.91598], [1.07498, -3.78440, -4.61809], [-1.44460, 0.04214, -1.35243], [-3.42994, 0.13264, -1.28754], [-3.76177, -0.92193, -1.51274], [-3.69663, 0.87922, -2.07983], [-3.59154, 0.48940, -0.22565], [3.54541, 0.48393, 1.59079], [3.58228, 0.32040, 0.37127], [2.55062, 0.15185, -0.30859]], "forces_ev_per_angstrom": [[-0.575, 0.033, -0.334], [-0.787, -1.510, -0.657], [0.303, 0.636, -0.369], [-0.029, -0.322, 0.455], [0.605, 0.567, 0.136], [0.432, 0.119, 0.386], [-0.299, 0.465, 0.030], [0.226, -0.027, 0.229], [1.694, -0.081, -1.433], [-0.132, 0.012, 0.523], [-0.950, 0.129, 0.855], [-0.084, 0.211, -0.959], [-0.307, -0.376, -1.460], [-0.072, -0.485, -0.248], [0.124, -0.425, 0.362], [0.192, 0.081, 0.662], [2.380, 0.708, -0.718], [-0.583, 1.344, 1.331], [-0.420, -0.932, -0.331], [3.028, -1.285, -1.944], [0.977, -0.682, -1.036], [-0.224, 1.438, -0.002], [0.193, -0.816, 0.242], [-0.301, -0.028, -0.733], [-0.059, 0.356, 0.370], [-0.760, -0.557, -0.456], [0.063, -0.064, 0.873], [-0.240, 0.478, 0.850], [-2.120, 0.784, 3.970], [-0.706, 0.032, -0.259], [-0.230, 1.219, 0.386], [-0.425, -0.694, 0.796], [-0.433, -0.396, -1.207], [-1.245, -0.042, 0.024], [2.185, 0.030, -0.775], [-1.422, 0.081, 0.443]]}



[2]
{"formula": "C15H15MnN4O7S", "method": "ωB97M-V/def2-TZVPD", "gap_ev": [6.98, 6.30], "s2": 1.21, "multiplicity": 2, "de_lowest_kcal_mol": 9.7, "charge": -1, "homo_ev": [-4.505, -3.820], "mol_weight_g_mol": 450.31, "elements": ["Mn", "O", "C", "N", "C", "O", "C", "C", "C", "C", "C", "N", "C", "C", "C", "C", "C", "N", "H", "H", "H", "H", "H", "H", "H", "H", "C", "N", "C", "C", "O", "H", "H", "H", "H", "H", "H", "H", "O", "S", "O", "O", "O"], "xyz": [[-0.33626, -0.78747, 0.38539], [0.10153, -0.58064, 4.43792], [-0.16278, -0.50838, 3.25448], [0.58912, -0.77895, 2.15226], [1.90950, -1.04735, 2.20304], [2.69194, -1.12818, 3.13390], [2.46250, -1.25932, 0.77108], [3.76959, -1.65526, 0.57751], [4.21810, -1.83794, -0.72534], [3.34668, -1.62008, -1.77773], [2.04774, -1.22355, -1.49429], [1.63067, -1.03616, -0.24374], [-1.57295, -0.02739, 2.84065], [-2.51146, 0.29998, 3.79212], [-3.75303, 0.75169, 3.35793], [-4.00305, 0.85146, 2.00257], [-3.00282, 0.49128, 1.10940], [-1.81331, 0.07698, 1.53297], [4.38940, -1.81712, 1.44837], [5.23502, -2.16117, -0.91435], [3.65117, -1.76901, -2.80485], [1.30106, -1.06805, -2.26508], [-2.25181, 0.18576, 4.83510], [-4.52051, 1.01290, 4.07684], [-4.96194, 1.18252, 1.62786], [-3.14655, 0.49296, 0.03703], [-1.06732, 2.13195, -2.43367], [0.37376, 2.20186, -2.21108], [1.24655, 2.44701, -3.33685], [0.87933, 1.90982, -0.99982], [0.22691, 1.61449, -0.01070], [-1.24248, 2.06794, -3.50679], [-1.55825, 3.02735, -2.04489], [-1.47895, 1.24451, -1.96054], [1.08382, 3.44141, -3.75906], [1.07630, 1.70773, -4.12227], [2.28528, 2.37523, -3.01691], [1.98059, 1.98240, -0.96790], [-1.67128, -3.16100, -2.17037], [-1.87873, -2.29582, -1.02790], [-1.29575, -0.89375, -1.32339], [-0.99826, -2.68923, 0.15635], [-3.26908, -2.15143, -0.61525]], "forces_ev_per_angstrom": [[0.659, 1.124, -0.117], [0.181, -0.008, -0.013], [-0.706, 0.183, -0.009], [-0.072, -0.070, 0.342], [0.658, -0.235, -0.629], [-0.161, 0.057, 0.100], [-0.106, 0.201, 0.750], [0.233, -0.047, -0.229], [0.110, -0.031, 0.300], [-0.200, 0.090, -0.116], [0.099, -0.010, -0.021], [-0.501, -0.474, -0.074], [0.715, -0.093, 0.130], [-0.288, 0.112, 0.070], [0.118, -0.049, 0.230], [0.034, 0.010, -0.205], [-0.039, -0.018, 0.097], [-0.222, -0.438, -0.091], [0.012, 0.000, -0.023], [-0.015, 0.011, 0.005], [0.005, -0.009, 0.006], [-0.022, -0.043, 0.011], [-0.017, 0.019, -0.004], [0.006, 0.000, -0.008], [0.001, -0.012, 0.009], [-0.007, -0.029, 0.002], [0.082, 0.101, -0.052], [0.023, -0.175, 0.112], [-0.028, 0.038, -0.004], [-0.003, 0.010, 0.036], [-0.106, -0.028, -0.139], [-0.018, 0.003, 0.020], [-0.004, -0.022, 0.002], [0.017, -0.118, 0.081], [-0.028, 0.018, 0.004], [0.002, -0.020, 0.002], [-0.005, 0.003, 0.012], [-0.018, -0.064, -0.007], [0.009, -0.014, 0.120], [-0.081, 0.005, -0.086], [-0.288, 0.029, -0.392], [-0.180, 0.042, -0.153], [0.150, -0.049, -0.067]]}



[3]
{"formula": "C5H7NO", "method": "ωB97M-V/def2-TZVPD", "gap_ev": 9.33, "de_lowest_kcal_mol": 8.2, "smiles": "CC1=CNC(=O)C1", "charge": 0, "homo_ev": -8.530, "mol_weight_g_mol": 97.12, "elements": ["C", "C", "C", "N", "C", "O", "C", "H", "H", "H", "H", "H", "H", "H"], "xyz": [[1.39322, -1.26799, 0.52040], [0.42570, -0.25748, 0.00301], [0.16463, 0.07433, -1.26314], [-0.97021, 0.91536, -1.37522], [-1.55540, 1.05072, -0.10362], [-2.64937, 1.50806, 0.11831], [-0.50567, 0.54883, 0.87582], [1.93057, -1.74638, -0.30241], [0.86942, -2.04962, 1.08540], [2.13095, -0.81225, 1.19017], [0.62912, -0.30522, -2.16653], [-0.95189, 1.73201, -1.95835], [-0.92308, 0.06877, 1.75935], [0.01189, 1.46566, 1.20837]], "forces_ev_per_angstrom": [[0.049, 0.016, -0.047], [-0.083, 0.092, -0.164], [0.171, -0.116, 0.126], [0.003, -0.139, 0.249], [-0.074, 0.272, 0.041], [0.500, 0.063, -0.057], [-0.130, -0.045, 0.127], [-0.039, 0.042, 0.090], [0.114, 0.124, -0.070], [-0.095, -0.058, -0.035], [-0.012, 0.075, 0.145], [-0.301, -0.021, -0.386], [-0.012, -0.107, -0.106], [-0.091, -0.199, 0.088]]}



[4]
{"formula": "C45H53Cl2GeN5O2ReSi", "method": "ωB97M-V/def2-TZVPD", "gap_ev": [6.43, 5.39], "s2": 1.08, "multiplicity": 2, "de_lowest_kcal_mol": 18.0, "charge": 2, "homo_ev": [-13.526, -13.375], "mol_weight_g_mol": 1053.76, "elements": ["Re", "Cl", "C", "C", "C", "N", "C", "O", "C", "C", "C", "C", "C", "N", "C", "C", "C", "Cl", "N", "C", "O", "C", "C", "C", "C", "C", "N", "H", "H", "H", "H", "H", "H", "H", "H", "H", "H", "C", "Si", "C", "N", "C", "C", "C", "C", "C", "C", "C", "C", "C", "C", "C", "C", "C", "C", "C", "C", "C", "H", "H", "H", "H", "H", "H", "H", "H", "H", "H", "H", "H", "H", "H", "H", "H", "H", "H", "H", "H", "H", "H", "H", "H", "C", "C", "C", "C", "Ge", "C", "C", "C", "C", "H", "H", "H", "H", "H", "H", "H", "H", "H", "H", "H", "H", "H", "H", "H", "H", "H", "H", "H"], "xyz": [[-0.19855, 0.24784, 0.12778], [0.65446, -4.61256, 4.97692], [0.37518, -3.12353, 4.21062], [0.13130, -3.10624, 2.85425], [-0.08868, -1.88651, 2.21953], [-0.33293, -1.68692, 0.87617], [-0.79700, -2.76644, 0.12489], [-1.28977, -3.76971, 0.55920], [-0.54343, -2.53115, -1.30291], [-0.69654, -3.55298, -2.21535], [-0.27421, -3.34487, -3.51637], [0.29373, -2.12090, -3.82412], [0.37908, -1.14705, -2.84743], [-0.04124, -1.32371, -1.59416], [-0.06211, -0.69108, 2.96470], [0.19010, -0.71261, 4.34756], [0.40749, -1.91088, 4.96689], [0.73264, -1.94709, 6.63878], [-0.31136, 0.41472, 2.21185], [-0.93531, 1.50353, 2.84912], [-1.44954, 1.47686, 3.93003], [-0.84965, 2.70181, 2.00200], [-1.11674, 3.94786, 2.52828], [-0.76325, 5.06756, 1.78912], [-0.14328, 4.86825, 0.56903], [0.04487, 3.57723, 0.10688], [-0.31791, 2.49472, 0.78953], [0.11310, -4.03405, 2.30685], [-1.12779, -4.48601, -1.87902], [-0.36767, -4.12225, -4.26278], [0.66418, -1.89976, -4.81617], [0.78544, -0.19573, -3.09653], [0.22839, 0.19886, 4.92140], [-1.56799, 4.00850, 3.50917], [-0.93428, 6.06251, 2.17740], [0.19476, 5.69425, -0.04338], [0.50933, 3.42669, -0.84326], [-0.45611, 1.36214, -1.72939], [1.07957, 2.15993, -2.56464], [2.52331, 1.58774, -1.44183], [2.22298, 0.86135, -0.17244], [2.67607, 1.62088, 1.04649], [3.66648, 0.86266, 1.92515], [4.85339, 0.34203, 1.11938], [4.38900, -0.43008, -0.12985], [2.86368, -0.48310, -0.20875], [0.79559, 4.02119, -2.60853], [-0.48327, 4.52971, -2.86539], [-0.70711, 5.89624, -2.95428], [0.34717, 6.78501, -2.78189], [1.62287, 6.29986, -2.52938], [1.84364, 4.93056, -2.44668], [1.55813, 1.76381, -4.34876], [2.50807, 0.79999, -4.71701], [2.91312, 0.64489, -6.03430], [2.38044, 1.45926, -7.02342], [1.44493, 2.42451, -6.68685], [1.04412, 2.57729, -5.36683], [-1.01326, 0.75689, -2.44425], [-1.12110, 2.19662, -1.50934], [3.15343, 2.45897, -1.24497], [3.13275, 0.93311, -2.06901], [1.81882, 1.90147, 1.64478], [3.15323, 2.54734, 0.72000], [3.16681, 0.05111, 2.46009], [4.02311, 1.55798, 2.68621], [5.47180, -0.29237, 1.75253], [5.47429, 1.18882, 0.82325], [4.76030, -1.45524, -0.12084], [4.77985, 0.03846, -1.03368], [2.48761, -1.06955, 0.63234], [2.56126, -0.98289, -1.12690], [-1.32037, 3.85236, -3.01337], [-1.70376, 6.26724, -3.15904], [0.17720, 7.85086, -2.85977], [2.44908, 6.98728, -2.39809], [2.85252, 4.57204, -2.26662], [2.97675, 0.16686, -3.96991], [3.65574, -0.10173, -6.28614], [2.70554, 1.35103, -8.04993], [1.03494, 3.07561, -7.44761], [0.32371, 3.34904, -5.12794], [-5.67556, -1.15348, 1.42468], [-5.83337, -1.76587, 0.03543], [-5.05362, -1.04560, -1.06327], [-3.52436, -1.04984, -0.85969], [-2.84338, 0.51716, 0.11694], [-3.41615, 2.24808, -0.61207], [-4.73973, 2.71361, 0.01291], [-5.05096, 4.17408, -0.32336], [-5.29880, 4.41154, -1.81084], [-6.35332, -1.62654, 2.13441], [-5.89980, -0.08296, 1.41122], [-4.66254, -1.28895, 1.80990], [-6.88862, -1.75784, -0.24219], [-5.52119, -2.81370, 0.06257], [-5.42562, -0.02080, -1.15985], [-5.26483, -1.53764, -2.01477], [-3.01826, -1.02777, -1.82916], [-3.21481, -1.96217, -0.34475], [-3.13748, 0.53562, 1.62764], [-3.50004, 2.16332, -1.69770], [-2.64580, 2.99699, -0.39958], [-4.69535, 2.59933, 1.10009], [-5.56242, 2.08559, -0.34014], [-4.22102, 4.80167, 0.01896], [-5.93405, 4.47911, 0.24111], [-4.39720, 4.24531, -2.40521], [-5.62644, 5.43501, -1.99013], [-6.07780, 3.74308, -2.18356]], "forces_ev_per_angstrom": [[0.399, -0.521, 0.379], [0.033, -0.134, 0.070], [-0.015, 0.272, -0.026], [0.006, -0.141, 0.084], [0.038, 0.113, 0.298], [0.113, 1.212, 0.043], [-0.073, -0.179, -0.151], [-0.031, 0.026, 0.051], [0.113, -0.147, -0.132], [-0.068, 0.001, 0.029], [0.013, -0.013, -0.062], [0.010, -0.031, -0.072], [-0.033, -0.084, -0.081], [-0.096, 0.341, 0.442], [-0.021, -0.358, 0.147], [-0.079, 0.092, -0.039], [-0.002, -0.253, -0.226], [0.033, -0.006, 0.095], [0.278, -0.233, -1.005], [-0.216, 0.237, -0.035], [0.048, -0.064, 0.014], [0.093, 0.180, 0.211], [-0.061, -0.062, -0.048], [0.002, 0.000, -0.034], [-0.045, 0.109, 0.058], [0.000, -0.227, 0.276], [-0.037, -0.614, 0.011], [-0.002, -0.014, 0.069], [0.021, 0.010, 0.020], [-0.009, 0.016, -0.001], [0.023, 0.029, 0.029], [0.189, 0.279, -0.177], [-0.017, -0.018, 0.013], [0.043, -0.006, 0.017], [-0.027, 0.004, -0.031], [0.012, -0.043, -0.027], [-0.061, 0.091, 0.420], [-0.116, 0.091, -0.004], [0.224, -0.232, -0.197], [0.037, 0.210, -0.257], [-0.965, 0.018, -0.017], [0.322, 0.106, 0.192], [0.050, -0.002, -0.092], [-0.008, -0.007, 0.032], [-0.140, 0.132, 0.028], [0.263, -0.185, 0.089], [0.135, 0.217, -0.486], [0.056, 0.007, -0.102], [-0.025, -0.016, 0.005], [0.005, -0.005, -0.026], [0.024, 0.040, 0.038], [-0.023, -0.118, -0.077], [-0.009, -0.091, 0.105], [-0.036, 0.019, 0.090], [0.008, -0.040, 0.020], [0.013, -0.009, -0.024], [-0.056, 0.048, 0.057], [-0.084, -0.113, -0.002], [-0.077, 0.025, 0.031], [0.013, -0.054, -0.077], [0.088, -0.093, 0.078], [0.005, 0.094, 0.030], [-0.101, 0.057, 0.024], [-0.042, -0.021, -0.060], [-0.030, -0.031, -0.015], [-0.081, -0.010, 0.055], [0.035, 0.035, -0.005], [0.024, 0.000, 0.000], [-0.022, 0.004, -0.039], [0.060, -0.067, -0.009], [-0.120, 0.004, -0.023], [-0.121, -0.003, -0.018], [-0.010, 0.032, 0.036], [0.025, 0.001, -0.019], [-0.001, -0.009, 0.019], [-0.015, -0.009, -0.030], [-0.006, 0.040, 0.004], [-0.041, -0.045, 0.012], [0.000, 0.026, 0.008], [-0.011, -0.008, 0.013], [0.001, -0.023, -0.010], [0.022, 0.035, -0.033], [0.013, -0.071, -0.102], [0.056, 0.102, 0.062], [0.030, -0.044, 0.036], [0.019, 0.151, 0.042], [0.277, 0.117, -0.013], [-0.134, -0.150, 0.073], [0.097, 0.140, -0.067], [-0.067, -0.090, -0.097], [0.033, 0.009, 0.090], [0.002, 0.022, 0.003], [0.009, -0.003, 0.027], [-0.010, 0.028, 0.024], [-0.003, -0.045, -0.011], [-0.039, -0.013, -0.017], [-0.007, -0.012, -0.051], [-0.018, 0.033, -0.022], [0.004, -0.024, -0.008], [-0.034, -0.009, -0.009], [-0.055, -0.073, 0.013], [0.016, 0.028, -0.004], [-0.017, -0.007, -0.006], [-0.018, -0.027, 0.000], [0.001, -0.024, 0.056], [-0.020, 0.026, 0.040], [0.022, 0.022, 0.018], [-0.016, -0.009, -0.010], [0.010, -0.007, -0.025], [0.009, 0.016, -0.018]]}